[1]
ORCA calculation (wB97M-V/def2-TZVPD) on C21H28N4O4 in the gas phase.

Structure (XYZ):
```
57
Properties=species:S:1:pos:R:3:mulliken_charge:R:1
O -0.487 0.500 1.051 -0.82
O -2.935 4.242 0.428 -0.66
O -4.785 0.397 -0.948 -0.73
O 4.064 -0.037 -0.149 -0.38
N -1.703 2.348 0.729 0.09
N 1.529 -1.393 0.071 0.43
N -1.267 -1.767 0.096 0.27
N -3.785 2.261 -0.246 -0.06
C -1.529 0.977 0.604 0.92
C -0.605 3.099 1.324 -1.58
C 3.406 -0.527 -1.296 -0.74
C 3.763 -0.819 0.988 -0.72
C 0.389 -3.489 0.605 -1.08
C 0.514 3.251 -0.919 -0.26
C -0.946 -3.166 -0.061 -0.81
C 0.624 3.077 0.454 0.88
C -3.498 -2.030 -0.793 -0.97
C -2.813 3.045 0.311 0.64
C 3.012 2.891 0.213 -0.29
C -3.788 0.884 -0.445 0.64
C 2.894 3.063 -1.155 -0.53
C -4.453 -2.462 0.324 -1.17
C 1.576 -2.833 -0.112 -0.74
C 1.882 2.894 1.012 -0.40
C 2.252 -0.904 1.235 -0.49
C 1.890 -0.587 -1.082 0.07
C -2.400 -1.178 -0.230 -0.03
C -2.580 0.207 -0.025 0.10
C 1.642 3.240 -1.720 -0.81
H -0.886 -3.424 -1.127 0.35
H -4.625 2.743 -0.546 0.26
H -4.969 -1.592 0.719 0.35
H 4.264 -0.335 1.828 0.40
H 2.507 -3.278 0.268 0.31
H 4.186 -1.830 0.859 0.33
H 3.776 3.057 -1.778 0.47
H 1.862 0.093 1.450 -0.04
H 3.656 0.161 -2.105 0.44
H -1.730 -3.782 0.392 0.45
H -0.461 3.401 -1.363 0.36
H -5.195 -3.150 -0.072 0.38
H -4.069 -1.458 -1.522 0.51
H 1.521 0.425 -0.891 -0.62
H 0.524 -4.572 0.601 0.44
H -3.078 -2.908 -1.284 0.42
H -0.499 -1.167 0.439 -0.01
H 1.975 2.755 2.080 0.31
H -0.378 2.668 2.303 0.36
H 1.397 -0.979 -1.974 0.58
H 1.543 3.375 -2.787 0.40
H 0.361 -3.151 1.641 0.28
H 3.791 -1.531 -1.545 0.37
H -0.966 4.124 1.448 0.48
H 2.051 -1.554 2.087 0.44
H -3.919 -2.951 1.136 0.33
H 1.514 -3.062 -1.179 0.56
H 3.985 2.741 0.654 0.32
```

Computed properties:
**Energy**: -1337.083993 a.u.
**Relative energy (zero: lowest compared OMol25 entry of this formula, charge and spin)**: 37.5 kcal per mole
**Lowest unoccupied orbital energy**: 0.0225 Eh
**HOMO**: -8.24 eV
**Total charge**: 0

[2]
ORCA calculation (wB97M-V/def2-TZVPD) on C21H12I2N7O5SSr as an isolated structure.

Structure (XYZ):
```
49
Properties=species:S:1:pos:R:3:mulliken_charge:R:1
I 0.001 1.457 -3.470 0.19
I 1.644 3.176 -4.746 -0.20
Sr -0.338 1.314 -0.026 1.98
S -3.613 -2.803 -1.086 1.31
O -1.474 0.086 -1.819 -0.53
O -3.701 -3.180 0.304 -0.67
O -4.721 -3.137 -1.936 -0.72
O -1.471 3.421 1.100 -0.61
O 1.152 4.829 2.615 -0.61
N -2.249 0.756 1.698 -0.20
N 0.302 2.707 2.371 -0.28
N 3.937 -2.735 -2.550 -0.65
N 2.001 2.617 0.068 0.11
N 2.943 -2.340 -0.315 -0.72
N 1.225 -0.640 0.106 -0.73
N -3.238 -1.214 -1.190 -0.61
C -1.664 -4.701 -1.997 -0.77
C -0.047 -2.463 -2.587 -0.34
C 2.970 2.356 -0.811 -0.25
C 3.447 -2.522 -1.520 0.60
C 2.051 -1.431 -0.133 0.38
C -0.386 -4.856 -2.524 -0.40
C 1.157 3.741 2.078 0.23
C 4.243 2.887 -0.703 -0.96
C -3.321 -0.478 3.429 -0.62
C -0.971 2.761 2.038 -1.51
C -2.978 -0.286 2.098 -0.15
C 4.516 3.741 0.354 -0.21
C -2.042 -1.047 -1.692 0.36
C 3.512 4.026 1.263 -0.59
C -2.099 -3.411 -1.779 0.05
C -1.321 -2.309 -2.071 0.64
C -2.076 1.492 3.968 -0.47
C 0.416 -3.754 -2.812 -0.89
C 2.272 3.429 1.093 0.47
C -2.860 0.422 4.375 -0.41
C -1.815 1.628 2.618 1.78
H -2.285 -5.553 -1.757 0.44
H -1.668 2.208 4.669 0.45
H 4.996 2.629 -1.435 0.41
H 5.500 4.177 0.468 0.40
H -3.292 -0.979 1.327 0.29
H 2.718 1.684 -1.623 0.53
H -3.100 0.286 5.422 0.39
H 0.576 -1.602 -2.788 0.39
H -0.002 -5.852 -2.704 0.39
H -3.924 -1.331 3.707 0.44
H 3.657 4.695 2.098 0.43
H 1.420 -3.899 -3.191 0.46
```

Computed properties:
**Energy**: -2591.521297 a.u.
**Relative energy (zero: lowest compared OMol25 entry of this formula, charge and spin)**: 15.8 kcal per mole
**Lowest unoccupied orbital energy**: 0.0260 Eh
**HOMO**: -6.20 eV
**Total charge**: -1

[3]
ORCA calculation (wB97M-V/def2-TZVPD) on a 9-piece molecular cluster, C3H22O9S overall at a distorted geometry.

Structure (XYZ):
```
35
Properties=species:S:1:pos:R:3:mulliken_charge:R:1
S 2.611 -3.374 1.335 -0.69
O -0.627 0.158 0.441 -0.31
O -2.817 0.225 -0.912 -0.84
O -1.016 3.236 0.334 -0.77
O 2.945 -2.099 -2.661 -0.67
O -2.187 2.108 -2.868 -0.76
O 2.682 3.256 -0.222 -0.66
O -2.041 1.414 1.974 -0.80
O 0.170 0.769 -1.891 -0.75
O 0.279 -0.516 4.071 -0.71
C 0.972 -3.200 0.518 -1.03
C -0.283 -1.109 0.927 0.83
C 0.707 -1.793 -0.005 0.09
H -0.125 0.651 -0.880 0.25
H -1.997 2.300 -1.931 0.38
H -1.643 2.732 0.941 0.56
H 1.974 3.026 -0.872 0.34
H -0.806 2.322 0.041 0.25
H 1.574 -1.096 -0.111 0.25
H -0.152 0.096 3.444 0.40
H 0.189 -0.921 1.906 -1.40
H 0.299 -0.154 -2.204 0.28
H 2.406 -1.311 -2.669 0.32
H 0.221 -3.481 1.328 0.23
H -1.313 1.776 -3.144 0.38
H -2.440 0.596 -1.730 0.37
H 0.795 -0.960 3.375 0.28
H 0.643 -3.971 -0.236 0.32
H 0.288 -1.933 -1.093 -0.02
H 3.339 -2.270 -1.793 0.31
H 2.425 3.164 0.695 0.31
H -1.139 1.096 1.598 0.28
H -2.808 1.028 1.548 0.31
H -1.966 0.013 -0.322 0.39
H -1.159 -1.779 1.070 0.30
```

Computed properties:
**Energy**: -1202.830262 a.u.
**Lowest unoccupied orbital energy**: 0.1972 Eh
**HOMO**: -0.58 eV
**Total charge**: -2

[4]
ORCA calculation (wB97M-V/def2-TZVPD) on C2HFN2OS in the gas phase at a distorted geometry.

Structure (XYZ):
```
8
Properties=species:S:1:pos:R:3:mulliken_charge:R:1
S 2.348 -0.311 0.035 -0.30
F -2.568 -0.710 0.020 -0.19
O -1.248 1.093 0.074 -0.20
N 0.134 1.282 -0.156 -0.07
N -0.296 -0.973 0.002 -0.34
C -1.357 -0.256 -0.030 0.66
C 0.726 0.001 -0.097 0.14
H 0.443 1.986 0.512 0.30
```

Computed properties:
**Energy**: -759.552954 a.u.
**Relative energy (zero: lowest compared OMol25 entry of this formula, charge and spin)**: 23.5 kcal per mole
**Lowest unoccupied orbital energy**: -0.0080 Eh
**HOMO**: -9.10 eV
**Total charge**: 0

[5]
ORCA calculation (wB97M-V/def2-TZVPD) on C13H14N2O2S in the gas phase.

Structure (XYZ):
```
32
Properties=species:S:1:pos:R:3:mulliken_charge:R:1
S -3.428 -1.150 0.727 -0.09
O -0.637 1.930 0.573 -0.66
O 4.681 -1.895 -0.355 -0.62
N -1.679 0.619 -0.946 -0.31
N 0.844 -0.652 -1.471 -0.01
C -5.319 0.221 -0.327 -0.71
C -0.596 0.995 -0.202 0.21
C 0.628 0.219 -0.431 -0.38
C 4.607 -0.219 1.351 -0.52
C 2.691 -0.664 -0.238 0.81
C 2.076 -1.180 -1.368 -1.07
C 4.044 -1.022 0.198 0.39
C -2.977 1.210 -0.712 -0.74
C 4.994 1.181 0.872 -1.05
C -5.047 -1.699 0.917 -0.49
C -5.939 -0.877 0.314 -0.37
C 1.763 0.227 0.348 0.10
C -3.966 0.218 -0.195 0.50
H -5.231 -2.601 1.466 0.40
H 5.418 1.752 1.694 0.31
H -1.679 -0.270 -1.420 0.35
H -7.001 -1.042 0.318 0.37
H 5.736 1.114 0.079 0.32
H 4.127 1.713 0.488 0.34
H -3.359 1.660 -1.637 0.30
H 2.467 -1.880 -2.080 0.48
H 3.867 -0.150 2.148 0.30
H 0.213 -0.821 -2.237 0.19
H -5.859 0.981 -0.863 0.40
H 5.492 -0.734 1.728 0.39
H 1.879 0.806 1.241 0.51
H -2.811 2.010 0.021 0.36
```

Computed properties:
**Energy**: -1161.975922 a.u.
**Relative energy (zero: lowest compared OMol25 entry of this formula, charge and spin)**: 22.5 kcal per mole
**Lowest unoccupied orbital energy**: 0.0151 Eh
**HOMO**: -8.89 eV
**Total charge**: 0